Entry 1:
ORCA calculation (wB97M-V/def2-TZVPD) on a structure of composition C26H50AlBrKLi2MgNO17PS.

Last column: Löwdin charge in e.
Geometry (Å):
C  1.527  0.617  3.083  -0.15
C  0.989  -0.909  3.441  -0.25
C  -0.371  -1.236  2.586  -0.20
C  -0.143  -1.184  0.930  -0.25
O  -1.386  -1.715  0.348  -0.38
P  -1.222  -2.098  -1.342  0.54
C  -0.147  -3.708  -1.119  -0.25
C  -0.943  -4.907  -0.326  -0.30
C  -0.847  -4.798  1.323  -0.13
O  0.105  -1.019  -1.714  -0.23
C  -0.352  -0.437  -3.019  -0.20
C  0.713  0.658  -3.681  -0.13
O  0.935  1.708  -2.656  -0.31
C  -0.031  2.813  -2.795  -0.31
O  -0.201  3.501  -1.487  -0.17
C  -1.522  4.142  -1.384  -0.18
C  -1.585  5.361  -0.252  -0.18
O  -1.592  4.834  1.143  -0.14
C  -0.872  -1.682  -4.007  -0.33
C  -2.257  -1.331  -4.868  -0.06
C  -1.999  -0.350  -6.156  -0.19
O  -2.926  0.823  -6.094  -0.28
C  0.267  -2.637  -4.713  -0.12
C  0.970  -2.000  -6.049  -0.27
C  2.421  -2.793  -6.271  -0.54
Br  3.876  -1.806  -5.245  0.63
O  -1.440  -2.631  -2.992  -0.64
H  2.090  0.624  2.055  0.08
H  2.274  0.908  3.946  0.07
H  0.642  1.415  3.139  0.09
H  0.656  -0.859  4.586  0.10
H  1.824  -1.736  3.352  0.11
H  -0.884  -2.224  2.946  0.09
H  -1.149  -0.358  2.800  0.12
H  0.815  -1.838  0.723  0.12
H  0.037  -0.027  0.698  0.13
H  -2.388  -2.955  -1.085  0.01
H  -2.260  -1.073  -1.501  0.07
H  0.925  -3.485  -0.707  0.11
H  0.011  -4.104  -2.234  0.07
H  -0.375  -5.920  -0.603  0.10
H  -2.058  -5.078  -0.711  0.05
H  -1.518  -3.952  1.777  0.09
H  -1.215  -5.825  1.754  -0.02
H  0.287  -4.661  1.644  0.12
H  -1.342  0.226  -2.994  0.13
H  0.310  1.142  -4.669  0.08
H  1.726  0.073  -3.811  0.13
H  -1.077  2.440  -3.164  0.02
H  0.403  3.613  -3.566  0.07
H  -2.290  3.284  -1.080  0.16
H  -1.871  4.602  -2.426  0.08
H  -0.681  6.131  -0.378  0.14
H  -2.612  5.941  -0.429  0.14
H  -0.712  5.115  1.576  0.12
H  -3.000  -0.862  -4.064  0.15
H  -2.716  -2.356  -5.202  0.08
H  -0.915  0.088  -6.169  0.09
H  -2.258  -0.930  -7.167  0.15
H  -2.457  1.549  -5.571  -0.18
H  1.124  -2.985  -3.975  0.14
H  -0.294  -3.642  -5.028  0.10
H  0.288  -2.241  -6.998  0.13
H  1.237  -0.863  -5.960  0.06
H  2.675  -2.811  -7.418  0.08
H  2.289  -3.881  -5.857  0.09
K  2.566  3.369  -3.276  0.82
Mg  -3.101  3.081  -4.589  0.83
C  -7.143  2.542  -5.857  -0.99
O  -7.386  1.345  -5.848  0.18
O  -6.463  3.137  -5.014  0.14
O  -7.538  3.342  -6.712  0.25
Li  1.647  2.443  -6.485  0.55
O  7.589  -3.373  -3.173  -0.25
S  6.615  -2.501  -2.491  0.20
O  6.617  -1.171  -3.125  -0.33
O  6.986  -2.369  -1.070  -0.27
O  5.269  -3.094  -2.594  -0.36
Li  -0.701  -7.276  2.011  0.87
N  2.195  0.911  8.565  0.05
C  1.381  0.736  7.501  -0.16
C  0.652  1.757  6.912  -0.09
C  0.761  3.036  7.446  -0.08
C  1.591  3.248  8.542  -0.07
C  2.282  2.165  9.060  -0.15
H  1.327  -0.281  7.123  0.09
H  0.015  1.559  6.057  0.09
H  0.204  3.861  7.011  0.10
H  1.697  4.234  8.982  0.07
H  2.944  2.280  9.913  0.10
Al  -2.441  -4.665  -3.409  0.95
O  1.451  4.288  14.291  0.03
C  1.467  4.073  12.968  -0.26
C  2.277  5.252  12.248  -0.26
O  2.283  5.043  10.924  -0.02
H  0.489  4.028  12.456  0.14
H  1.934  3.136  12.618  0.13
H  3.258  5.289  12.754  0.14
H  1.817  6.190  12.605  0.14
O  -3.134  -5.242  -7.393  -0.07
H  -3.086  -4.374  -6.965  0.01
H  -3.826  -5.708  -6.900  0.04

Atomic forces in eV per Å
C 0.3 -0.5 0.9
C -1.0 0.9 0.6
C -0.1 1.0 -0.4
C -0.1 0.3 2.9
O 3.4 0.4 -0.2
P -2.7 -0.7 2.8
C 0.8 -1.0 -0.4
C 1.2 -0.9 0.2
C 0.4 0.3 -0.8
O -1.9 0.6 -3.7
C -0.8 1.0 -1.4
C 0.2 -2.1 1.3
O -1.9 0.7 -1.0
C -1.0 0.3 1.0
O 0.0 -0.6 -2.2
C -1.4 0.3 0.4
C 0.2 0.0 -0.2
O 2.1 1.4 -1.3
C -0.4 -1.6 0.7
C 1.2 0.2 0.4
C -0.8 0.1 0.0
O 1.5 -0.9 0.3
C 0.0 0.4 -0.7
C 0.7 -1.3 -0.3
C -1.5 0.1 -0.7
Br -1.3 -0.9 -0.8
O 0.2 0.9 -2.4
H -1.2 0.2 2.0
H -1.3 -0.5 -1.9
H 1.9 -1.9 -0.4
H 0.8 -0.3 -2.4
H -1.6 1.8 0.0
H 1.1 1.7 -0.8
H 1.6 -1.9 -0.3
H -1.9 1.4 0.0
H -0.3 -2.7 0.1
H -0.1 -0.5 -0.3
H 1.0 -0.1 -0.7
H -2.0 -0.8 -0.5
H 0.0 0.7 2.5
H -1.1 1.9 0.5
H 2.2 0.7 1.1
H 1.4 -1.7 -0.9
H -0.2 2.4 -0.5
H -2.4 -0.2 -0.6
H 1.9 -1.4 0.9
H 0.6 -1.0 1.7
H -1.7 1.5 0.0
H 2.0 0.6 0.5
H -1.5 -1.5 1.1
H 1.5 1.9 -0.6
H 0.9 -0.8 2.1
H -2.0 -1.8 0.0
H 2.3 -1.4 0.3
H -2.2 -0.7 -1.1
H 1.6 -0.9 -1.9
H 0.9 1.8 0.5
H -1.9 -1.2 -0.1
H 0.8 1.5 2.3
H 0.0 -1.8 -1.1
H -1.9 1.1 -1.2
H 1.1 2.1 0.5
H 1.4 0.8 2.0
H -0.8 -2.1 -0.2
H -0.2 0.0 2.5
H 0.6 2.2 -0.8
K 1.8 0.5 0.5
Mg -0.9 0.9 0.2
C -0.3 -0.9 -0.2
O -0.2 -0.9 0.0
O 1.6 0.9 1.7
O -0.7 0.9 -1.4
Li -0.1 -0.1 -0.4
O -0.2 -0.1 0.3
S 0.1 -0.1 0.1
O -0.3 0.3 0.0
O 0.2 0.1 -0.2
O -0.1 -0.1 -0.2
Li 0.4 -0.6 0.1
N -0.6 0.7 -0.4
C 0.6 0.1 0.7
C 0.0 0.2 0.1
C 0.0 -0.1 0.0
C -0.2 0.1 -0.3
C 0.0 -0.9 -0.2
H 0.0 0.1 0.0
H 0.0 0.0 0.1
H 0.1 -0.1 0.1
H 0.0 -0.2 -0.1
H -0.1 0.1 -0.1
Al 0.7 1.7 0.6
O 0.4 -0.1 -4.4
C -3.4 -4.7 4.9
C 3.4 4.7 -4.7
O -0.3 0.2 4.4
H 0.0 1.2 0.3
H 1.0 0.5 0.4
H 0.0 -1.1 -0.3
H -1.0 -0.5 -0.4
O -0.1 0.2 0.6
H -0.1 -0.2 -0.3
H 0.1 0.1 -0.3

Results
HOMO = -7.18 eV
net charge = +1
multiplicity = 1
HOMO-LUMO gap = 1.255 eV
molar mass = 895.9 g/mol



Entry 2:
ORCA calculation (wB97M-V/def2-TZVPD) on a cluster of 2 separate species, C26H50BrF3N3O7 in total.

Last column: Löwdin charge in e.
Geometry (Å):
C  5.382  -3.153  -1.205  -0.07
C  3.842  -2.776  -0.965  -0.26
O  2.934  -3.699  -1.635  -0.20
C  1.579  -3.484  -1.148  -0.21
C  0.497  -3.348  -2.313  -0.13
C  -0.353  -1.976  -2.132  -0.19
C  -1.904  -2.261  -2.349  -0.19
C  -2.873  -1.027  -2.135  -0.17
C  -3.498  -0.854  -0.655  -0.26
C  -4.280  0.539  -0.492  -0.51
Br  -5.013  1.261  -2.211  0.81
N  -3.581  1.656  0.192  0.07
C  -2.192  1.391  0.741  -0.23
C  -1.048  1.349  -0.365  -0.10
C  -1.255  2.204  -1.685  -0.15
C  -0.092  1.733  -2.722  -0.23
O  -0.622  1.107  -3.908  -0.10
C  -1.928  2.649  1.713  -0.11
C  -1.088  3.859  1.116  -0.16
C  -1.014  5.067  2.205  -0.22
O  0.273  5.015  2.843  -0.09
C  -2.265  -0.034  1.444  -0.21
O  -1.074  -0.614  1.932  -0.08
C  -0.033  0.128  2.501  -0.23
C  -0.100  0.402  4.100  -0.06
C  -3.351  -0.190  2.644  -0.31
F  -2.860  -0.959  3.724  0.09
F  -3.834  0.979  3.219  0.10
F  -4.511  -0.918  2.250  0.07
N  -2.693  -1.146  0.493  -0.11
N  -2.106  -2.344  0.708  0.09
C  -2.822  -3.397  1.060  -0.25
C  -3.838  -4.247  0.186  -0.04
C  -2.574  -3.977  2.541  -0.03
H  5.793  -3.553  -0.212  0.08
H  5.930  -2.180  -1.411  0.07
H  5.547  -3.956  -1.982  0.08
H  3.682  -2.729  0.156  0.11
H  3.638  -1.754  -1.450  0.12
H  1.308  -4.356  -0.456  0.13
H  1.635  -2.567  -0.464  0.10
H  -0.271  -4.182  -2.145  0.11
H  0.915  -3.450  -3.359  0.12
H  -0.001  -1.148  -2.820  0.10
H  -0.227  -1.714  -1.019  0.09
H  -2.024  -2.596  -3.441  0.13
H  -2.178  -3.158  -1.718  0.07
H  -3.771  -1.242  -2.820  0.10
H  -2.396  -0.096  -2.558  0.07
H  -4.360  -1.626  -0.674  0.15
H  -5.226  0.290  0.105  0.12
H  -3.606  2.487  -0.439  0.14
H  -4.206  1.950  0.974  0.18
H  -0.916  0.262  -0.709  0.11
H  -0.008  1.625  0.027  0.13
H  -1.114  3.323  -1.574  0.10
H  -2.228  2.038  -2.239  0.07
H  0.618  1.036  -2.154  0.12
H  0.547  2.616  -3.053  0.13
H  -0.920  1.832  -4.498  0.11
H  -1.400  2.359  2.690  0.12
H  -2.897  3.136  2.097  0.13
H  -0.022  3.624  0.826  0.12
H  -1.706  4.298  0.253  0.11
H  -1.250  6.071  1.728  0.13
H  -1.786  4.800  3.002  0.13
H  0.989  5.202  2.209  0.10
H  0.937  -0.479  2.387  0.14
H  0.240  1.147  2.062  0.11
H  -0.421  -0.538  4.665  0.09
H  0.992  0.571  4.403  0.09
H  -0.765  1.278  4.370  0.07
H  -4.829  -3.721  -0.030  0.08
H  -4.134  -5.196  0.756  0.08
H  -3.387  -4.633  -0.795  0.09
H  -2.764  -5.106  2.577  0.08
H  -3.412  -3.514  3.172  0.09
H  -1.562  -3.681  2.945  0.09
C  5.944  1.498  -2.811  -0.05
O  6.670  1.316  -1.596  0.00
C  6.608  2.359  -0.756  -0.61
O  6.010  3.388  -0.948  0.12
O  7.328  2.057  0.333  0.00
C  7.352  3.086  1.322  -0.04
H  6.064  0.595  -3.410  0.09
H  4.881  1.637  -2.606  0.09
H  6.342  2.343  -3.376  0.10
H  6.345  3.289  1.692  0.10
H  7.806  3.994  0.923  0.10
H  7.960  2.732  2.154  0.10

Atomic forces in eV per Å
C -0.4 0.1 1.1
C 0.8 0.3 -1.1
O -0.2 0.7 1.2
C 0.3 -0.2 0.3
C -1.0 0.4 0.9
C -0.3 -0.9 0.8
C 0.6 -0.2 -0.8
C -0.3 -0.5 -0.5
C -1.4 -0.4 -2.1
C -1.9 -2.1 -0.4
Br 0.4 -0.4 1.0
N -0.5 0.7 0.0
C 1.7 0.9 1.1
C 0.1 -0.9 -1.2
C 1.0 0.0 -1.0
C 0.3 0.7 0.5
O 0.1 0.8 0.6
C 0.5 0.7 1.4
C -1.3 1.3 0.0
C 0.0 -1.5 -0.4
O -0.6 0.3 -0.3
C 0.2 -2.8 0.0
O -0.3 2.1 -0.4
C 2.8 1.2 2.5
C 0.4 -0.9 -0.6
C -1.4 -1.6 2.6
F -0.7 1.8 -2.4
F 0.7 -1.2 -1.2
F 2.0 1.7 0.4
N 0.8 2.9 -1.6
N -2.7 -1.4 2.7
C 0.9 -1.2 0.3
C -0.8 -0.4 0.5
C -0.3 -0.6 -1.3
H -0.5 0.5 -1.5
H -0.5 -1.4 0.0
H -0.3 1.2 0.7
H -0.2 -0.1 -1.3
H 0.3 -1.1 1.0
H 0.3 1.1 -1.0
H -0.6 -1.0 -1.1
H 1.2 1.0 -0.4
H -0.2 0.1 1.4
H -0.4 -0.9 0.9
H -0.1 0.0 -1.6
H 0.1 0.5 1.5
H 0.2 1.2 -0.7
H 1.2 0.5 1.1
H -0.4 -1.0 0.6
H 1.1 1.2 0.1
H 1.5 0.6 -0.8
H 0.5 -0.6 0.3
H 0.7 -0.3 -0.3
H -0.4 1.5 0.5
H -1.8 -0.3 0.0
H -0.3 -1.4 0.3
H 1.0 0.0 0.8
H -1.1 0.6 -1.2
H -0.8 -0.9 0.6
H 0.3 -0.7 0.5
H -0.8 0.0 -1.5
H 1.1 -1.0 -0.7
H -1.4 0.1 0.1
H 1.2 -0.7 0.8
H 0.4 -1.2 0.6
H 1.1 0.8 -0.8
H -0.6 0.0 0.3
H -1.7 0.5 -0.2
H -0.8 -1.4 0.0
H 0.2 1.4 -0.9
H -1.6 0.2 -0.3
H 0.8 -1.0 -0.1
H 1.4 -0.5 0.1
H 0.5 1.4 -0.7
H -0.4 0.9 1.4
H 0.6 1.5 0.0
H 1.2 -0.4 -0.9
H -1.3 -0.3 -0.5
C -0.1 0.0 -0.4
O 0.0 0.2 0.2
C 0.2 -0.2 0.1
O 0.1 -0.2 0.0
O -0.2 0.0 -0.3
C 0.1 0.3 0.4
H 0.2 0.0 0.3
H 0.1 0.2 0.0
H -0.1 0.0 0.1
H 0.1 0.1 -0.2
H -0.2 0.0 0.0
H 0.0 -0.2 -0.2

Results
HOMO = -10.79 eV
net charge = +1
multiplicity = 1
HOMO-LUMO gap = 7.792 eV
molar mass = 653.6 g/mol